No. 1
A cluster of 3 separate species, C20H38F4N5O3 in total at a distorted geometry, computed with wB97M-V/def2-TZVPD.

Results
- total charge = +1
- HOMO energy (eV) = -11.91
- HOMO-LUMO gap (eV) = 7.041
- total energy (Ha) = -1682.9576
- LUMO energy (eV) = -4.868

Each line ends with the Löwdin charge.
Positions of all 70 atoms, in Å:
O  0.8946  3.5319  3.2204  0.08
N  0.3613  3.0934  2.2143  -0.09
O  -0.7232  3.8098  1.8574  -0.13
C  -0.7003  3.8917  0.3596  -0.05
C  0.7818  4.3957  -0.1378  -0.02
N  1.8575  3.3455  -0.4868  0.18
C  2.9905  4.2981  -0.8191  -0.16
N  4.1802  3.7518  -1.1854  0.15
C  5.4604  4.4049  -1.6127  -0.18
F  6.3880  3.3031  -2.0848  0.00
F  5.3537  5.2957  -2.8087  0.03
C  6.3263  5.0975  -0.3602  -0.03
F  7.0027  6.3738  -0.8041  -0.03
F  5.4960  5.2865  0.8624  -0.03
N  2.7193  5.7563  -0.7189  -0.04
C  3.4307  7.0368  -0.8808  -0.03
C  3.5459  7.7971  0.7322  -0.12
C  3.4815  9.5232  0.7018  -0.07
O  4.8344  8.6251  0.9939  -0.18
N  1.3688  5.7964  -0.3011  0.10
H  -0.8790  2.7691  -0.0058  0.16
H  -1.5901  4.5361  -0.0694  0.16
H  4.1872  2.6853  -1.1619  0.21
H  7.2200  4.3794  -0.0386  0.20
H  2.7743  7.8118  -1.4659  0.15
H  4.5487  7.0500  -1.1694  0.13
H  2.9759  7.2050  1.6823  0.19
H  2.6268  9.4136  1.5318  0.07
H  4.0615  10.2739  1.3564  0.15
H  0.7903  6.6435  -0.1116  0.19
C  -1.2209  0.6909  2.8443  -0.12
C  -1.0784  -0.4607  1.8620  -0.26
C  -2.3653  -0.7662  1.0926  -0.23
C  -3.5557  -1.2132  1.9486  -0.22
C  -3.3159  -2.4534  2.8135  -0.27
C  -3.0115  -3.7035  2.0029  -0.12
H  -1.9506  0.4665  3.6274  0.08
H  -0.2614  0.8899  3.3324  0.07
H  -1.5345  1.6049  2.3301  0.05
H  -0.7271  -1.3542  2.3919  0.11
H  -0.2945  -0.2061  1.1392  0.10
H  -2.1496  -1.5347  0.3403  0.10
H  -2.6619  0.1281  0.5302  0.10
H  -4.4063  -1.4049  1.2826  0.11
H  -3.8658  -0.3874  2.5999  0.10
H  -4.2168  -2.6383  3.4106  0.11
H  -2.5061  -2.2724  3.5279  0.10
H  -3.8265  -3.9254  1.3066  0.08
H  -2.8927  -4.5640  2.6693  0.08
H  -2.0857  -3.5984  1.4298  0.06
C  -2.5376  -4.6195  -1.7663  -0.12
C  -2.1802  -5.6168  -2.8567  -0.27
C  -3.0701  -6.8616  -2.8573  -0.23
C  -3.0004  -7.7234  -1.5916  -0.23
C  -1.6075  -8.2412  -1.2236  -0.28
C  -1.0094  -9.1614  -2.2761  -0.12
H  -2.3989  -5.0445  -0.7682  0.05
H  -1.8976  -3.7344  -1.8415  0.07
H  -3.5780  -4.2933  -1.8624  0.08
H  -1.1249  -5.8999  -2.7641  0.10
H  -2.2791  -5.1194  -3.8286  0.10
H  -2.8135  -7.4752  -3.7295  0.10
H  -4.1121  -6.5513  -3.0059  0.11
H  -3.6741  -8.5799  -1.7204  0.11
H  -3.3978  -7.1551  -0.7423  0.10
H  -1.6825  -8.7958  -0.2806  0.11
H  -0.9251  -7.4060  -1.0349  0.10
H  -1.6584  -10.0248  -2.4542  0.08
H  -0.0360  -9.5339  -1.9405  0.07
H  -0.8553  -8.6424  -3.2266  0.07

Force components x, y, z for each atom (eV/Å):
-2.2395 -1.3214 -2.9434
3.5151 0.3037 3.0640
-0.9560 2.4109 -2.2603
-0.1510 -1.2159 -0.5064
4.8407 -0.1939 -1.5841
-0.6589 8.6673 0.3190
-2.3407 0.9284 0.7486
1.2160 -0.3537 -0.7271
1.9703 -0.5045 -1.8889
-3.2773 3.1970 1.6206
-0.1798 -2.6739 4.0604
1.7287 0.9781 0.8835
-2.8544 -3.7868 1.4566
1.9298 -0.0444 -3.8981
-1.2683 -4.5591 0.1629
0.3796 3.0044 2.6065
2.7571 2.5633 -1.1950
-0.6791 -2.3546 2.3616
-5.2378 -4.0253 0.5277
-2.4198 -4.8184 0.6705
0.8797 2.5497 0.3998
2.0280 -1.0485 1.3766
0.1501 1.9671 -0.2310
-2.1998 1.5871 -0.8318
1.4293 -1.8058 0.8225
-2.1247 -0.6248 0.0088
1.8135 1.8431 -2.6260
1.7887 0.0107 0.0346
-0.8543 0.3400 -2.1122
1.2207 -0.7093 -0.4069
0.0842 -0.1083 0.2215
-0.0397 -0.0403 -0.0971
0.0456 -0.2103 -0.0886
-0.0487 0.1305 0.1195
-0.1389 0.0564 -0.0442
0.0952 -0.1707 0.0901
0.0450 0.0766 -0.0862
-0.1748 -0.0202 0.0145
-0.1668 -0.2217 0.1280
-0.0609 0.0878 -0.0899
0.0006 -0.0884 0.0182
-0.0421 0.0717 0.0657
0.0009 -0.0146 0.0124
0.0864 0.0057 0.0634
0.0150 -0.0395 -0.0680
0.1231 0.0902 -0.0254
-0.0444 0.0364 -0.0195
0.1081 0.0169 0.0166
-0.0058 0.0577 -0.1557
-0.0896 -0.0427 -0.0006
0.1270 0.1213 0.0878
-0.0458 -0.0579 -0.1172
0.0440 -0.1246 -0.1288
-0.0311 0.1083 0.1279
-0.1625 -0.0618 0.0544
0.2194 -0.0393 -0.0169
-0.0548 0.0540 -0.0670
-0.0937 -0.0280 0.0733
0.0603 -0.0347 0.0632
-0.1028 -0.0192 -0.0175
0.0445 -0.0920 0.0553
-0.0374 0.0489 0.0937
0.0930 -0.0108 0.0078
0.0746 0.0719 0.0145
0.0010 -0.0339 -0.0700
0.0028 0.1198 -0.0591
-0.0579 0.0012 0.0043
0.0600 0.0900 -0.0319
-0.1135 -0.0110 -0.1160
-0.0255 -0.0862 0.0548

No. 2
A cluster of 8 separate species, C20H38FNO32S8 in total at a distorted geometry, computed with wB97M-V/def2-TZVPD.

Results
- HOMO energy (eV) = -9.30
- HOMO-LUMO gap (eV) = 9.070
- total energy (Ha) = -6532.3017
- LUMO energy (eV) = -0.229

Each line ends with the Löwdin charge.
Positions of all 100 atoms, in Å:
N  4.6332  -3.5263  -1.2365  -0.02
C  4.0084  -4.6779  -1.9450  -0.24
C  2.4654  -4.9286  -1.5897  -0.14
C  1.4303  -4.3010  -2.6308  -0.17
C  1.7085  -2.8609  -3.2646  -0.34
O  2.0565  -2.5564  -4.3861  0.15
O  1.3799  -1.9936  -2.1511  -0.04
C  0.3940  -2.6205  -1.2595  -0.14
C  -0.0553  -3.9556  -2.0721  -0.23
S  -0.9778  -5.2619  -1.1621  0.82
O  -2.1138  -5.6943  -2.0260  -0.31
O  -0.1759  -6.4642  -0.8491  -0.29
F  -1.5559  -4.5043  0.2369  -0.22
H  3.9411  -2.8667  -0.8634  0.06
H  5.2091  -3.8660  -0.4476  0.02
H  4.1627  -4.5594  -3.0674  0.12
H  4.5758  -5.6195  -1.6060  0.12
H  2.2329  -4.6482  -0.4968  0.12
H  2.3117  -6.0691  -1.6283  0.12
H  1.2435  -5.0879  -3.4309  0.16
H  0.9909  -2.9035  -0.3171  0.13
H  -0.5039  -1.9979  -0.9483  0.09
H  -0.6833  -3.5804  -2.9557  0.17
O  -2.0273  -1.1059  -1.3326  -0.27
S  -2.8080  -0.0234  -1.8602  0.66
O  -4.1509  -0.1886  -2.3072  -0.21
O  -1.9531  0.6828  -3.0345  -0.18
C  -1.7539  2.0660  -2.7154  -0.16
C  -1.7616  2.1299  -1.2008  -0.18
O  -2.7655  1.1923  -0.7976  -0.16
H  -2.5833  2.6378  -3.1424  0.10
H  -0.8134  2.4229  -3.1377  0.14
H  -1.9908  3.1224  -0.8287  0.09
H  -0.8046  1.7989  -0.7852  0.13
O  -4.0982  5.7504  -0.5825  -0.25
S  -3.9788  5.3082  -1.9326  0.71
O  -3.4972  4.0029  -2.2840  -0.24
O  -3.1202  6.4115  -2.7507  -0.17
C  -3.8919  6.9056  -3.8470  -0.17
C  -5.3418  6.7771  -3.4097  -0.17
O  -5.4012  5.5498  -2.6850  -0.18
H  -3.6857  6.2782  -4.7186  0.13
H  -3.6182  7.9370  -4.0704  0.14
H  -6.0308  6.7597  -4.2540  0.14
H  -5.6222  7.5859  -2.7285  0.13
O  -2.5667  6.3728  0.1195  -0.27
S  -1.7462  5.5982  0.9997  0.71
O  -1.6156  4.1824  0.8899  -0.26
O  -2.1569  5.9627  2.5234  -0.17
C  -1.0127  6.4570  3.2234  -0.16
C  -0.1364  7.0989  2.1603  -0.17
O  -0.2560  6.2505  1.0203  -0.19
H  -0.5069  5.6081  3.6918  0.12
H  -1.3154  7.1679  3.9928  0.14
H  0.9048  7.1793  2.4722  0.14
H  -0.5109  8.0896  1.8852  0.13
O  0.3997  3.0554  3.7013  -0.22
S  -0.6965  2.2686  3.2305  0.66
O  -1.7397  2.8054  2.4243  -0.23
O  -1.3566  1.5089  4.5033  -0.18
C  -1.3174  0.0970  4.2926  -0.17
C  -0.1091  -0.1423  3.4022  -0.17
O  -0.0992  0.9552  2.4883  -0.19
H  -2.2429  -0.1984  3.7906  0.14
H  -1.2384  -0.4283  5.2446  0.14
H  -0.1684  -1.0891  2.8659  0.13
H  0.8195  -0.1094  3.9797  0.13
O  5.0917  -4.3639  1.5980  -0.24
S  6.0878  -5.3617  1.8266  0.63
O  5.8224  -6.7567  1.7196  -0.21
O  6.7689  -5.0723  3.2670  -0.19
C  8.1745  -4.8761  3.1018  -0.17
C  8.3384  -4.3150  1.6991  -0.17
O  7.3760  -5.0133  0.9078  -0.19
H  8.6678  -5.8469  3.1994  0.13
H  8.5569  -4.1976  3.8645  0.14
H  9.3430  -4.4655  1.3053  0.14
H  8.0922  -3.2497  1.6685  0.14
O  2.5411  5.3020  -1.6278  -0.22
S  2.7867  4.4146  -0.5379  0.63
O  2.8809  4.8555  0.8144  -0.22
O  4.1024  3.5352  -0.8886  -0.19
C  3.7683  2.1461  -0.8768  -0.17
C  2.2981  2.0839  -1.2554  -0.17
O  1.7026  3.2105  -0.6099  -0.20
H  3.9323  1.7648  0.1350  0.13
H  4.3979  1.5968  -1.5771  0.14
H  1.8234  1.1581  -0.9304  0.13
H  2.1628  2.2019  -2.3346  0.13
O  -6.5081  -5.4940  3.5312  -0.23
S  -6.5457  -4.3260  2.7122  0.64
O  -7.4559  -3.2525  2.9391  -0.22
O  -6.6725  -4.7963  1.1672  -0.19
C  -5.5668  -4.2870  0.4185  -0.16
C  -4.4296  -4.1633  1.4181  -0.18
O  -5.0462  -3.7160  2.6267  -0.19
H  -5.8483  -3.3096  0.0172  0.14
H  -5.3212  -4.9588  -0.4043  0.14
H  -3.6650  -3.4592  1.0925  0.12
H  -3.9685  -5.1356  1.6137  0.13

Force components x, y, z for each atom (eV/Å):
0.0168 -0.4324 0.1621
-0.0473 -0.4789 0.4966
0.1105 -0.7189 0.0797
-1.5470 -1.5699 -0.9992
-0.1955 -0.8110 0.7771
-0.7086 -0.2199 3.2492
-0.6890 -0.2877 -1.7259
0.2647 -1.4867 1.1805
1.9440 2.4932 0.3442
-1.5678 -4.3449 -2.3129
1.8835 2.5181 2.4303
-0.7035 3.5931 0.7224
1.1642 -1.0178 -2.2089
0.3690 -0.4941 -0.2281
-0.8712 0.4995 -0.7827
-0.3820 -0.2432 1.3261
-0.8372 1.3385 -0.6997
0.5035 -0.1864 -1.7007
-0.0060 1.8087 -0.0034
0.6667 1.2647 0.6161
-1.0347 0.2113 -1.2986
1.8009 -0.4916 -0.9940
0.4197 -1.0374 1.4558
-1.0201 0.2179 -0.3880
0.1422 1.6553 -0.1166
0.5891 -0.4915 0.4228
-0.1159 -1.0482 0.7517
-0.2589 0.6527 -0.1895
0.8264 0.1467 -0.2178
-0.4099 -0.8665 -0.7803
0.5392 -0.4950 0.0619
0.0152 -0.3155 0.0050
-0.1396 -0.4279 0.0355
-0.0172 0.0526 0.0163
-5.9063 -3.3619 -4.3231
-1.2562 0.5283 0.5345
-0.7849 1.4170 0.5040
-0.4997 -0.3353 0.4774
-0.1870 -0.1068 -0.5650
-0.0135 0.5364 0.1261
0.7382 -0.2868 -0.4330
-0.0435 0.0613 0.0043
0.1281 -0.1126 0.2306
0.0329 -0.2315 0.1199
0.0254 0.0229 -0.0909
6.7571 1.7122 3.9153
0.4760 1.3193 0.0774
0.0074 2.6505 -2.1729
0.0649 0.0451 -0.7652
0.5752 -0.1983 0.3358
-0.1755 0.5044 0.1557
-0.2434 -0.7948 0.3525
0.0294 0.0660 -0.0244
-0.2181 -0.0780 -0.1783
-0.0364 -0.2181 -0.2033
0.0247 -0.0084 0.0809
-0.6114 -0.0634 -0.2021
-0.4297 -0.3784 0.0054
0.7069 -1.9120 2.3468
0.7487 0.1883 -0.3096
-0.3155 -0.4613 -0.2621
0.3129 -0.1672 0.5198
-0.5319 0.4226 0.1515
0.0591 -0.0392 0.0207
0.0140 0.2597 0.0045
-0.0473 0.2224 -0.1691
-0.0594 -0.0731 0.0130
0.1867 -0.6054 0.2672
0.5916 -0.1169 0.3468
-0.1478 0.7269 -0.1750
-0.3846 0.2302 -0.7558
0.5840 -0.2983 -0.0634
0.1109 0.6314 0.2846
-0.4991 -0.5136 0.4615
0.0146 0.0697 -0.0109
-0.2780 -0.0336 -0.0096
-0.2098 -0.1696 -0.1361
0.0799 -0.0360 0.0371
0.2331 -0.1800 0.6441
-0.1104 -0.2913 -0.0835
-0.1602 0.0305 -0.6611
-0.6889 0.3582 -0.1589
-0.0713 -0.5113 0.3365
0.1699 -0.1770 -0.5745
0.5767 0.3909 0.4192
-0.0344 -0.0269 -0.0568
0.0152 0.2649 -0.0050
-0.0822 0.2053 0.1301
0.0524 -0.0978 0.0296
-0.2880 0.5755 -0.2725
0.2248 -0.0539 -0.3122
0.3964 -0.5384 0.1785
0.2578 -0.0416 0.8377
0.2557 0.5237 -0.3705
0.2554 -0.5514 -0.2746
-0.8277 0.1018 -0.1046
0.0678 -0.0412 -0.0045
-0.1707 -0.0838 0.1777
-0.1816 0.0919 0.2037
0.0158 0.0510 -0.0890

No. 3
A structure of composition C20H38LiN2O13 at a distorted geometry, computed with wB97M-V/def2-TZVPD.

Results
- total charge = +1
- HOMO energy (eV) = -12.17
- ΔE to the lowest compared entry with this formula, charge and spin (eV) = 4.8448
- HOMO-LUMO gap (eV) = 8.123
- total energy (Ha) = -1879.3478
- LUMO energy (eV) = -4.044

Each line ends with the Löwdin charge.
Positions of all 74 atoms, in Å:
C  1.2301  -3.5621  3.4358  -0.04
C  2.3391  -3.3841  2.4148  -0.12
N  2.0241  -2.4001  1.1988  -0.23
C  0.8891  -2.8941  0.4448  -0.02
C  1.6541  -1.0361  1.6268  -0.17
C  2.7951  -0.3251  2.3598  0.00
C  3.2091  -2.3461  0.2728  -0.09
C  3.5711  -3.5961  -0.4932  -0.17
O  4.7901  -3.1761  -1.1852  -0.12
C  5.4351  -4.2981  -1.6452  -0.13
H  0.1621  -3.8731  2.9668  0.13
H  1.3101  -2.5111  3.8538  0.10
H  1.5201  -4.4241  4.1178  0.12
H  2.7441  -4.3251  1.8988  0.16
H  3.0511  -3.1181  2.9518  0.04
H  -0.0289  -2.7781  0.9478  0.07
H  1.0981  -3.8911  0.3698  0.07
H  0.8121  -2.5411  -0.6562  0.16
H  0.6111  -0.9821  2.0838  0.14
H  1.5071  -0.3451  0.8058  0.10
H  2.4811  0.5879  2.6638  0.07
H  3.7821  -0.3011  1.8538  0.12
H  2.9361  -0.8111  3.1448  -0.01
H  4.0881  -2.1011  0.8808  0.14
H  3.0501  -1.4961  -0.3882  0.14
H  2.7491  -4.0751  -1.0742  0.15
H  3.6991  -4.2451  0.2168  0.05
H  4.8431  -4.8531  -2.2352  0.05
H  5.6471  -5.0911  -0.9052  0.11
H  6.3741  -4.0341  -2.1552  0.12
Li  -2.9179  -0.5611  3.3138  0.84
N  -1.7019  0.3879  1.1638  -0.49
O  -0.9079  0.8629  0.4558  0.09
O  -1.6639  -0.9081  1.5158  -0.19
O  -2.3069  1.1089  2.1468  -0.16
C  -2.9399  4.6109  1.1768  -0.03
C  -4.1509  3.6939  0.8918  -0.29
C  -4.8469  3.2149  2.2068  -0.07
O  -6.1569  3.8429  2.2378  0.11
C  -6.3079  4.6189  1.2318  -0.55
O  -7.2439  5.3809  1.0228  0.13
O  -5.1709  4.5959  0.3908  0.02
H  -3.0679  5.5529  1.8688  0.15
H  -2.5399  4.7709  0.1768  0.06
H  -2.0339  3.8949  1.3918  0.10
H  -4.2789  2.6849  0.2238  0.20
H  -4.5099  3.5659  3.1048  0.11
H  -4.9599  2.2379  2.1578  0.06
C  -2.1269  0.6199  -2.7872  -0.05
C  -1.7019  -0.8531  -2.7352  -0.24
C  -2.4489  -1.5591  -1.6082  -0.17
O  -3.2489  -2.4481  -2.2732  0.09
C  -3.2219  -2.3381  -3.5662  -0.58
O  -3.7919  -3.1341  -4.3402  0.12
O  -2.4369  -1.3481  -3.9372  0.09
H  -1.5329  1.0749  -1.9262  0.06
H  -3.1989  0.9299  -2.6462  0.12
H  -1.7529  1.2239  -3.6182  0.08
H  -0.4119  -1.0221  -2.5212  0.21
H  -3.0369  -0.8661  -0.8272  0.17
H  -1.6689  -2.1881  -1.0892  0.12
C  1.8481  1.5539  -1.4732  0.02
C  1.6551  2.8859  -2.2352  -0.28
C  0.2631  3.4919  -1.9572  -0.10
O  0.5191  4.7509  -1.6052  0.17
C  1.7611  4.9319  -1.4812  -0.56
O  2.2341  5.8919  -0.9032  0.15
O  2.5071  3.8219  -1.7902  0.11
H  2.7981  1.1319  -1.4912  0.07
H  1.0961  0.8689  -1.7502  0.05
H  1.7141  1.5919  -0.4832  0.03
H  1.9391  2.9259  -3.2622  0.16
H  -0.2439  3.1699  -1.2832  0.04
H  -0.1769  3.5599  -2.8582  0.12

Force components x, y, z for each atom (eV/Å):
-1.6678 -0.3060 -1.2122
-5.6444 -4.2211 -6.3115
0.2872 0.1549 0.7534
-0.3127 0.4651 -2.5511
-0.0279 2.4059 0.4971
-0.3625 0.2915 -6.1125
0.5216 1.0808 0.2173
-0.6797 3.9745 -3.4814
-2.5166 -0.1076 1.6017
3.1796 -0.5349 1.1197
2.4787 1.0688 1.2032
-1.2180 -1.5586 0.6004
-0.2739 1.5093 -0.5261
-1.1481 1.1322 0.6504
6.8927 3.4599 4.0285
-0.9651 0.5238 0.5752
-0.0350 -2.9414 -0.4557
0.3798 0.0965 2.0718
1.6114 -0.6194 0.0609
-0.2420 -0.7940 -1.1744
-0.7917 3.1044 0.5131
-0.9492 0.3227 -0.1653
1.6169 -4.1587 7.2749
-0.2537 -0.1124 -0.1350
-0.1508 -0.0219 -0.1050
0.7142 0.8686 -0.6240
1.9385 -4.2994 3.7537
-2.2791 -1.5719 -3.0786
0.4197 0.7806 0.6867
-0.4945 0.0480 0.2273
0.5488 0.5941 -1.1104
-0.1098 -1.6320 8.0142
0.4643 0.8190 -2.6166
-0.8934 1.5410 -1.3646
-0.0053 -1.3615 -2.6894
2.3775 -2.4846 -0.8456
-2.7333 -0.1723 1.1703
-0.8359 3.8854 -1.6630
0.2066 -1.8476 1.0038
-1.0522 3.8286 -3.2164
2.1133 -2.0768 0.4245
-1.1952 -0.3018 0.4681
0.0398 -2.2463 -1.5476
-0.3617 1.5208 -0.1957
-1.6227 1.3111 0.9983
1.7746 2.7280 0.9523
2.0320 0.4897 2.1691
-0.6687 -4.6302 0.2537
2.0793 1.9782 2.0080
-0.1040 2.0401 -0.4354
1.5977 0.4648 2.2253
-2.0648 -1.5039 1.9201
-1.7982 -3.7015 -4.2710
1.6127 2.9339 2.5330
2.5005 0.1903 0.3875
-0.9833 -0.1936 -0.6560
0.8713 -1.1576 -0.0943
-0.0182 -0.6571 -0.3737
-3.9077 0.3973 -1.7052
1.2464 -1.5569 -1.9430
-1.1039 0.7832 0.2704
-0.4118 1.0169 -3.1725
-0.9654 -2.7628 0.6427
6.1945 0.9573 -7.2168
-1.8992 3.1238 0.1281
5.1650 3.0837 3.8894
-0.2475 -1.1228 -1.6177
1.2406 3.2585 1.9246
1.8854 -0.7481 -1.0844
-0.7540 -1.1249 -0.9415
-0.9356 1.3738 4.0606
-0.8112 -1.5053 -1.3368
-6.0633 -5.1176 7.7615
-2.4315 -0.4548 -3.0102